(1)
{"formula": "CH8NO3", "method": "wB97M-V/def2-TZVPD", "species": ["O", "O", "O", "N", "C", "H", "H", "H", "H", "H", "H", "H", "H"], "xyz": [[0.69830, 2.47775, -0.62775], [-1.55375, 1.26352, 1.50381], [-0.58294, -0.00545, -0.54206], [-0.08077, -2.17287, 0.35362], [0.17708, -1.09873, -0.66808], [-0.01414, -1.68394, -1.63093], [0.81933, -2.47275, 0.77171], [-0.66227, -1.91068, 1.17741], [-1.13554, 0.72413, 0.68561], [0.21940, 1.51626, -0.74156], [-0.71885, 1.80240, 1.78152], [1.47601, 2.38489, -1.25984], [1.35814, -0.82453, -0.80346]], "lowdin_charge": [-0.1524, -0.1746, -0.0550, 0.0247, -0.3504, 0.1653, 0.0770, 0.0954, -0.0004, 0.0518, 0.0674, 0.0500, 0.2011], "e_lumo_ev": [0.37, -3.56], "charge": 0, "multiplicity": 2, "gap_ev": [10.7433, 6.7815]}

---

(2)
{"formula": "C17H20MoN5O6S3Te", "method": "wB97M-V/def2-TZVPD", "species": ["Te", "Mo", "S", "S", "S", "O", "O", "O", "O", "O", "O", "N", "N", "N", "N", "N", "C", "C", "C", "C", "C", "C", "C", "C", "C", "C", "C", "C", "C", "C", "C", "C", "C", "H", "H", "H", "H", "H", "H", "H", "H", "H", "H", "H", "H", "H", "H", "H", "H", "H", "H", "H", "H"], "xyz": [[1.48390, -0.80060, 1.76978], [0.05658, 0.58191, -0.10173], [-0.06698, 3.13013, -0.24569], [2.08018, 1.47908, 1.15483], [1.52057, 0.52624, -2.18200], [-0.77026, -0.41272, 3.23835], [-1.31988, 1.17689, 4.63267], [0.60763, -2.72747, -0.62552], [-1.37666, 0.75731, -1.49973], [-3.43847, 1.33005, -2.08249], [0.89549, -4.47031, -1.95903], [-1.36118, -1.71077, -2.10507], [3.24410, -1.20812, -1.14431], [-1.33401, 0.67536, 3.49452], [-0.78525, -2.95307, -2.40181], [2.28241, -1.76165, -3.21919], [-3.87658, 2.77320, 1.93501], [3.90774, -3.21028, -2.19115], [-3.03081, 2.20536, 2.85312], [0.22577, 3.39204, 1.45268], [-1.78364, 1.03830, 1.09031], [3.93698, -2.38743, -1.10709], [1.55092, 2.75801, 3.53545], [3.05645, -2.84686, -3.25318], [0.26396, -3.32384, -1.61483], [2.36945, -0.94525, -2.19248], [-3.74544, 2.42971, 0.58591], [-2.55328, 1.21460, -1.24585], [-0.56004, 4.50705, 2.07580], [-2.74949, 1.56659, 0.19337], [1.15267, 2.66798, 2.10146], [-2.02316, 1.30921, 2.46442], [0.53932, -5.18475, -3.12426], [0.72515, -4.60268, -4.03188], [1.10943, 3.62441, 4.01964], [2.63662, 2.82331, 3.60896], [1.18975, -6.05719, -3.13564], [-1.46157, 4.66787, 1.49151], [1.23432, 1.85849, 4.07004], [0.02730, 5.42487, 2.05457], [-3.13232, 2.39996, 3.91077], [-2.34592, -1.69670, -2.35178], [-1.33885, -0.02030, 0.77403], [-0.78606, -3.24125, -3.37666], [3.08823, -0.70677, -0.26583], [-4.64490, 3.46291, 2.25428], [4.48912, -2.59078, -0.20201], [-0.84511, 4.27602, 3.09958], [-0.88603, -0.93801, -2.57599], [4.47530, -4.12694, -2.21630], [-4.40148, 2.84022, -0.16923], [-0.50287, -5.51498, -3.09926], [2.97089, -3.45836, -4.14106]], "lowdin_charge": [0.6825, 0.6463, 0.6122, 0.2940, 0.6426, -0.2058, -0.0042, -0.0040, -0.3447, 0.0358, -0.0455, 0.0478, 0.0623, -0.3552, 0.0062, 0.0705, -0.0887, -0.0498, -0.0270, -0.7727, -0.1855, -0.0437, -0.1295, -0.1051, -0.5968, -0.8029, -0.0202, -0.6291, -0.1191, -0.1895, -0.7345, -0.1832, -0.0894, 0.0831, 0.0686, 0.0654, 0.0927, 0.0541, 0.0599, 0.0785, 0.1103, 0.0973, 0.0455, 0.1248, -0.0216, 0.0935, 0.1314, 0.0705, 0.0498, 0.1018, 0.1168, 0.0958, 0.1076], "e_lumo_ev": [1.55, 1.59], "charge": -1, "multiplicity": 3, "gap_ev": [4.5369, 4.6897]}

---

Energy relative to the best compared isomer or geometry (same formula, charge and spin) / kJ/mol: 106.0 316.1
Energy / eV: -8795.8931 -79341.6042